{"formula": "C6H16N3", "method": "the ωB97M-V functional and the def2-TZVPD basis", "lumo_ev": -4.73, "homo_ha": -0.520, "multiplicity": 1, "e_tot_ev": -10941.6130, "relative_energy_ev": 3.236, "total_charge": 1, "orbital_gap_ev": 9.4, "smiles": "CCC/N=[N+](\\N)C(C)C", "symbols": ["C", "C", "C", "N", "N", "N", "C", "C", "C", "H", "H", "H", "H", "H", "H", "H", "H", "H", "H", "H", "H", "H", "H", "H", "H"], "xyz": [[3.38014, -0.21577, -0.56178], [2.60911, 0.88203, 0.07713], [1.55377, 0.13169, 1.05786], [0.20245, 0.38251, 0.74658], [-0.60496, -0.33479, 0.04947], [-0.33580, -1.52118, -0.44478], [-1.87549, 0.35804, -0.14586], [-2.49376, 0.63064, 1.27627], [-2.85513, -0.21433, -1.17523], [2.82141, -1.03217, -0.88712], [3.94702, 0.17805, -1.48800], [4.16373, -0.67960, 0.20802], [1.91566, 1.47629, -0.57733], [3.10260, 1.73587, 0.67336], [1.98507, -0.91597, 1.12148], [1.75970, 0.72709, 1.89828], [-1.05082, -1.91735, -0.95402], [0.48851, -1.91790, -0.84995], [-1.53396, 1.30141, -0.51262], [-1.73509, 0.94687, 2.03358], [-3.28045, 1.35277, 1.17757], [-2.89612, -0.29620, 1.65928], [-3.65016, 0.46536, -1.31470], [-3.24714, -1.25738, -0.90434], [-2.37030, -0.26600, -2.16316]], "atomic_forces_ev_per_a": [[4.7, 1.2, -0.1], [-2.8, 1.6, 0.6], [2.1, -1.1, -0.9], [-2.0, -1.1, -1.8], [4.6, 2.1, 2.2], [0.0, -1.4, 0.1], [-2.2, 0.8, 1.0], [1.1, -0.8, -0.2], [1.4, -2.4, 0.2], [-1.3, -1.2, -0.6], [-0.6, -0.7, 1.5], [-1.5, 1.1, -1.7], [1.0, -0.7, -0.2], [-0.1, -1.9, -0.9], [-1.3, 0.9, 0.3], [-0.3, 0.0, 1.8], [-2.5, -0.7, -0.9], [1.5, 1.1, 0.6], [0.1, 0.7, -0.3], [-0.6, 0.1, -1.0], [-0.3, 0.4, 0.0], [-0.4, -0.3, 0.1], [-1.0, 0.7, 0.2], [0.4, 1.6, -0.3], [-0.1, -0.2, 0.3]]}